(1)
Here is a cluster of 2 separate species, C5H16NO in total in a non-equilibrium geometry from OMol25. Energies are from wB97M-V/def2-TZVPD.

The HOMO energy is -15.3 eV. Its energy above the lowest of the compared OMol25 structures with the same formula, charge and spin is 0.7787 eV. As for the multiplicity: 1. As for the net charge: +1.

Element x y z (Å)
C -0.722 0.458 1.364
C -0.360 -0.024 -0.024
C 0.252 1.007 -1.033
C -0.953 1.721 -1.709
C 1.177 2.017 -0.314
N 0.730 -1.114 0.181
H -1.525 1.179 1.179
H 0.084 1.023 1.838
H -1.067 -0.285 2.076
H -1.216 -0.569 -0.415
H 0.867 0.352 -1.645
H -0.472 2.538 -2.240
H -1.669 2.096 -0.984
H -1.449 1.031 -2.391
H 1.921 2.606 -0.836
H 1.694 1.368 0.410
H 0.601 2.687 0.326
H 1.602 -0.835 0.637
H 1.125 -1.553 -0.661
H 0.351 -1.895 0.729
H -0.324 -4.652 0.392
H -0.510 -4.887 1.887
O -0.137 -4.268 1.234

=====

(2)
Here is an isolated molecule of C21H31N3O3 from OMol25. Energies are from wB97M-V/def2-TZVPD.

The HOMO energy is -8.0 eV. Its energy above the lowest of the compared OMol25 structures with the same formula, charge and spin is 0.7638 eV. As for the multiplicity: 1. As for the net charge: 0. The SMILES is Cc1ccc2c(c1)N(CCCC(=O)NCCCN1CCCCC1)C(=O)CO2.

Element x y z (Å)
C 5.954 0.341 -0.707
C 4.652 0.440 0.028
C 4.253 1.628 0.622
C 3.046 1.709 1.290
C 2.210 0.607 1.351
C 2.570 -0.585 0.713
C 3.802 -0.657 0.081
H 4.111 -1.571 -0.400
N 1.642 -1.642 0.681
C 0.542 -1.613 1.466
O -0.363 -2.426 1.392
C 0.537 -0.507 2.509
O 1.020 0.722 2.025
H 1.144 -0.847 3.366
H -0.486 -0.341 2.851
C 1.763 -2.723 -0.283
H 2.736 -3.206 -0.166
H 0.984 -3.441 -0.012
C 1.554 -2.267 -1.728
H 1.487 -3.159 -2.353
H 2.401 -1.667 -2.070
C 0.298 -1.406 -1.871
C 0.641 0.066 -1.645
O 1.697 0.547 -2.018
N -0.311 0.779 -1.030
H -1.214 0.399 -0.749
C -0.186 2.206 -0.831
C -1.112 2.666 0.289
C -2.583 2.411 -0.052
N -2.904 0.988 -0.046
C -3.248 0.518 1.287
C -3.388 -1.000 1.314
C -4.443 -1.446 0.308
C -4.091 -0.886 -1.066
C -3.949 0.631 -0.992
H -3.673 1.023 -1.975
H -4.919 1.076 -0.706
H -3.146 -1.317 -1.401
H -4.862 -1.143 -1.795
H -4.494 -2.535 0.273
H -5.424 -1.071 0.613
H -2.431 -1.464 1.071
H -3.666 -1.316 2.320
H -2.460 0.832 1.975
H -4.195 0.979 1.626
H -3.229 2.964 0.650
H -2.776 2.805 -1.054
H -0.838 2.147 1.207
H -0.968 3.735 0.448
H -0.434 2.734 -1.762
H 0.859 2.426 -0.593
H -0.084 -1.483 -2.891
H -0.483 -1.734 -1.185
H 2.727 2.623 1.766
H 4.892 2.497 0.568
H 5.782 0.489 -1.773
H 6.650 1.103 -0.367
H 6.406 -0.638 -0.571

=====

(3)
Here is a cluster of 2 separate species, C2H7NOSi in total in a non-equilibrium geometry from OMol25. Energies are from wB97M-V/def2-TZVPD.

The HOMO energy is -9.5 eV. Its energy above the lowest of the compared OMol25 structures with the same formula, charge and spin is 4.5369 eV. As for the multiplicity: 1. As for the net charge: 0. The SMILES is CC#[N+][O-].[SiH4].

Element x y z (Å)
C -0.972 1.731 0.619
C 0.302 1.436 1.225
N 1.172 0.962 1.824
O 2.189 0.622 2.341
Si 0.252 -2.042 -1.477
H -1.039 1.248 -0.357
H -1.786 1.369 1.249
H -1.082 2.807 0.486
H 0.165 -1.264 -0.244
H 1.302 -1.497 -2.332
H 0.530 -3.439 -1.162
H -1.031 -1.933 -2.172

=====

(4)
Here is an isolated molecule of C5H8ClFO in a non-equilibrium geometry from OMol25. Energies are from wB97M-V/def2-TZVPD.

The HOMO energy is -9.7 eV. Its energy above the lowest of the compared OMol25 structures with the same formula, charge and spin is 4.3884 eV. As for the multiplicity: 1. As for the net charge: 0. The SMILES is O[C@@H]1C[C@@H]1C[C@H](F)Cl.

Element x y z (Å)
C -1.590 0.331 -0.142
C -0.302 1.328 -0.161
C -0.444 0.098 0.968
C 0.691 -0.901 0.896
C 1.597 -0.627 -0.372
H -2.334 -0.386 -2.050
H -2.557 0.859 0.305
H 0.487 1.268 -1.034
H -0.458 2.369 0.161
H -1.013 0.396 2.038
H 1.290 -0.820 1.917
H 0.527 -2.024 0.758
H 0.756 -0.772 -1.202
O -1.878 -0.757 -1.200
F 2.738 -1.440 -0.457
Cl 2.490 1.077 -0.425

=====

(5)
Here is a structure of composition C30H26MoN5O5S4 in a non-equilibrium geometry from OMol25. Energies are from wB97M-V/def2-TZVPD.

The HOMO energy (alpha / beta) is -10.4 / -10.5 eV. Its energy above the lowest of the compared OMol25 structures with the same formula, charge and spin is 0.5237 eV. As for the multiplicity: 3. As for the net charge: +1.

Element x y z (Å)
Mo 0.531 0.852 0.251
O 4.131 0.185 2.203
C 2.892 0.243 1.831
O 2.537 0.752 0.765
C 1.843 -0.281 2.734
C 1.990 -0.777 3.999
C 0.826 -1.105 4.699
C -0.406 -0.893 4.113
C -0.452 -0.377 2.827
N 0.653 -0.111 2.165
C -1.690 0.016 2.050
O -2.788 -0.092 2.521
O -1.367 0.497 0.876
H 4.698 0.595 1.529
H 2.977 -0.897 4.427
H 0.893 -1.507 5.701
H -1.339 -1.104 4.620
C -3.249 5.886 0.803
C -3.254 4.516 1.467
N -1.916 4.072 1.868
C -1.113 3.365 1.074
S 0.479 2.902 1.673
N -1.545 3.097 -0.144
N -0.664 2.286 -0.791
C -0.684 2.283 -2.078
C -1.707 3.028 -2.859
C 0.500 1.624 -2.659
C 0.740 1.513 -4.013
C 1.969 1.037 -4.443
C 2.918 0.679 -3.506
C 2.587 0.767 -2.167
N 1.413 1.236 -1.748
H -4.263 6.176 0.525
H -2.852 6.648 1.478
H -2.636 5.872 -0.100
H -3.872 4.516 2.363
H -3.647 3.762 0.790
H -1.536 4.377 2.747
H -1.845 4.017 -2.425
H -1.436 3.127 -3.908
H -2.668 2.514 -2.785
H -0.024 1.802 -4.720
H 2.181 0.950 -5.501
H 3.894 0.315 -3.795
H 3.273 0.445 -1.401
O 0.471 -0.902 -0.622
C 0.197 -2.278 -0.402
C 1.269 -2.767 0.578
C 1.238 -3.432 1.767
C 2.538 -3.683 2.317
C 3.533 -3.197 1.536
S 2.910 -2.449 0.128
C -1.264 -2.494 -0.003
C -2.292 -1.972 -0.724
C -3.575 -2.336 -0.235
C -3.500 -3.159 0.845
S -1.880 -3.474 1.265
C 0.419 -2.976 -1.739
C 1.063 -2.499 -2.836
C 1.152 -3.463 -3.889
C 0.575 -4.646 -3.550
S -0.091 -4.596 -1.975
H 0.337 -3.767 2.256
H 2.703 -4.220 3.242
H 4.601 -3.259 1.692
H -2.128 -1.337 -1.585
H -4.509 -2.001 -0.667
H -4.301 -3.585 1.428
H 1.454 -1.493 -2.890
H 1.621 -3.278 -4.847
H 0.486 -5.543 -4.145

=====

(6)
Here is a cluster of 2 separate species, C6H12O in total in a non-equilibrium geometry from OMol25. Energies are from wB97M-V/def2-TZVPD.

The HOMO energy is -9.1 eV. Its energy above the lowest of the compared OMol25 structures with the same formula, charge and spin is 3.4234 eV. As for the multiplicity: 1. As for the net charge: 0. The SMILES is C=C1CCO[C@@H]1C.[H][H].

Element x y z (Å)
C -0.332 0.874 -2.028
C -0.459 0.902 -0.524
O -1.770 0.492 -0.082
C -1.513 -0.673 0.695
C 0.427 -0.083 0.203
C -0.200 -0.274 1.525
C 1.345 -0.895 -0.300
H -1.057 1.548 -2.487
H 0.674 1.195 -2.318
H -0.500 -0.139 -2.405
H -0.277 1.921 -0.145
H -1.450 -1.540 -0.004
H -2.272 -0.857 1.426
H 1.953 0.317 1.910
H 0.220 -1.025 2.210
H -0.438 0.644 2.103
H 2.250 0.141 1.244
H 1.632 -0.856 -1.337
H 1.767 -1.691 0.314

=====

(7)
Here is a cluster of 3 separate species, C19H40B2N3O9 in total in a non-equilibrium geometry from OMol25. Energies are from wB97M-V/def2-TZVPD.

The HOMO energy is -10.7 eV. As for the multiplicity: 1. As for the net charge: +1.

Element x y z (Å)
C -1.022 4.760 -1.451
C -1.449 4.293 0.020
O -0.613 3.255 0.596
B -1.277 1.957 0.571
O -2.369 1.756 1.472
C -0.689 0.868 -0.480
C -1.172 0.979 -1.958
N -0.717 0.066 -2.971
C -1.209 0.134 -4.394
C 0.240 -0.962 -2.664
C 0.813 -1.186 -1.218
N 1.783 -2.278 -1.081
C 0.327 -0.256 -0.037
C 0.837 -0.475 1.442
O 1.251 -1.649 1.723
O 0.935 0.510 2.467
B -0.010 0.307 3.564
O -0.733 1.501 4.008
N -0.334 -0.985 4.214
C -0.247 -0.942 5.702
C -1.632 -1.540 3.717
H -1.265 3.987 -2.257
H 0.073 5.080 -1.493
H -1.647 5.699 -1.713
H -2.569 4.013 -0.019
H -1.388 5.225 0.698
H -2.937 2.558 1.527
H -1.906 1.801 -2.246
H -1.223 -0.961 -4.763
H -2.318 0.455 -4.377
H -0.566 0.789 -5.068
H 0.577 -1.664 -3.491
H 1.376 -3.019 -0.477
H 2.581 -1.911 -0.530
H -0.158 2.066 4.569
H -0.053 -2.032 6.048
H 0.617 -0.318 6.113
H -1.272 -0.663 6.136
H -2.507 -1.220 4.392
H -1.799 -1.308 2.607
H -1.565 -2.689 3.819
C -0.578 4.610 -7.036
O 0.768 5.057 -7.099
C 1.073 6.007 -6.079
C 1.875 5.368 -4.951
O 1.083 4.431 -4.218
C 1.390 3.088 -4.557
H -0.691 3.770 -7.724
H -0.846 4.275 -6.030
H -1.251 5.413 -7.351
H 0.160 6.475 -5.693
H 1.682 6.788 -6.543
H 2.175 6.149 -4.246
H 2.785 4.896 -5.337
H 2.377 2.820 -4.166
H 1.366 2.929 -5.639
H 0.642 2.440 -4.093
C 0.759 -4.322 3.893
O -0.288 -5.277 3.786
C 0.079 -6.395 2.978
C 0.411 -7.611 3.835
O 1.613 -7.410 4.575
C 1.362 -7.111 5.942
H 0.480 -3.590 4.652
H 1.701 -4.789 4.192
H 0.885 -3.802 2.939
H 0.915 -6.143 2.316
H -0.787 -6.632 2.352
H 0.583 -8.468 3.176
H -0.423 -7.860 4.500
H 0.992 -8.004 6.456
H 0.641 -6.297 6.051
H 2.303 -6.807 6.403

=====

(8)
Here is a structure of composition C4H7O3Rh in a non-equilibrium geometry from OMol25. Energies are from wB97M-V/def2-TZVPD.

The HOMO energy (alpha / beta) is -18.0 / -19.8 eV. Its energy above the lowest of the compared OMol25 structures with the same formula, charge and spin is 0.9192 eV. As for the multiplicity: 5. As for the net charge: +2.

Element x y z (Å)
O -1.184 -0.823 0.181
C -0.711 0.348 0.199
O 0.480 0.647 -0.131
Rh 2.824 0.352 0.265
O -1.550 1.344 0.118
C -2.914 1.124 0.498
H -2.963 0.655 1.487
H -3.371 2.117 0.526
H -3.412 0.491 -0.244
C -0.383 -2.081 -0.024
H -0.075 -2.352 0.998
H -1.083 -2.648 -0.656
C 1.425 -0.803 -0.595
H 1.292 -0.679 -1.677
H 1.780 -1.845 -0.613

=====

(9)
Here is a structure of composition C14H23DyO in a non-equilibrium geometry from OMol25. Energies are from wB97M-V/def2-TZVPD.

The HOMO energy (alpha / beta) is -15.7 / -15.7 eV. As for the multiplicity: 6. As for the net charge: +2.

Element x y z (Å)
C -2.277 -0.446 -1.252
H -3.183 -1.069 -1.331
H -2.610 0.556 -0.947
H -1.758 -1.011 -0.276
C -1.563 -0.458 -2.618
H -0.773 0.343 -2.690
H -1.051 -1.424 -2.768
C -2.537 -0.224 -3.793
H -2.003 -0.266 -4.746
H -3.318 -0.991 -3.805
H -3.016 0.757 -3.716
C 1.285 1.175 1.031
C 1.265 1.881 -0.219
C -0.078 2.336 -0.445
C -0.888 1.890 0.652
C -0.047 1.153 1.554
C -0.465 0.563 2.855
C -2.284 2.329 0.926
C -0.547 3.212 -1.552
C 2.420 2.029 -1.147
C 2.484 0.546 1.648
Dy -0.120 -0.139 -0.597
H -2.718 1.762 1.758
H -2.315 3.397 1.198
H -2.934 2.205 0.051
H -1.558 0.579 2.953
H -0.127 -0.476 2.967
H -0.049 1.142 3.696
H 3.131 0.077 0.893
H 3.093 1.310 2.161
H 2.219 -0.215 2.391
H 2.087 2.287 -2.161
H 3.092 2.831 -0.805
H 3.017 1.107 -1.207
H -1.533 2.901 -1.929
H -0.647 4.256 -1.210
H 0.158 3.205 -2.392
O 1.017 -2.870 1.512
C 0.611 -2.034 0.826

=====

(10)
Here is a cluster of 15 separate species, C4H36NO16 in total in a non-equilibrium geometry from OMol25. Energies are from wB97M-V/def2-TZVPD.

The HOMO energy (alpha / beta) is -10.1 / -10.1 eV. Its energy above the lowest of the compared OMol25 structures with the same formula, charge and spin is 1.4473 eV. As for the multiplicity: 2. As for the net charge: 0.

Element x y z (Å)
O 1.829 -1.629 -1.785
C 0.971 -1.613 -0.906
O 0.083 -2.532 -0.749
C 0.889 -0.522 0.116
C -0.285 0.352 -0.307
C -0.630 1.392 0.753
N -1.997 1.856 0.523
H 1.820 0.044 0.195
H 0.712 -0.882 1.126
H -1.147 -0.284 -0.488
H -0.052 0.851 -1.245
H -0.565 1.015 1.774
H 0.024 2.273 0.711
H -2.695 1.366 1.112
H -2.251 1.710 -0.479
H 0.649 -2.423 -3.559
H -0.465 -2.674 -2.497
O -0.307 -2.508 -3.444
H -1.282 -2.019 -0.238
H -2.684 -2.590 0.281
O -2.137 -1.784 0.272
H 3.066 -1.927 2.115
H 3.196 -2.758 0.842
O 3.030 -2.849 1.797
H -2.682 1.409 -1.444
H -1.592 1.338 -2.572
O -2.022 1.963 -1.920
H 0.505 -0.637 3.321
H 0.862 0.389 4.438
O 1.262 -0.236 3.827
H 3.980 1.043 2.856
H 2.452 0.679 2.805
O 3.193 1.111 2.310
H 2.124 -0.165 -2.849
H 2.276 1.427 -2.843
O 2.020 0.651 -3.395
H -2.649 1.033 3.812
H -2.234 -0.160 2.917
O -2.743 0.681 2.917
H -3.007 -0.374 -0.224
H -3.643 0.773 0.624
O -3.592 0.419 -0.279
H -1.372 -1.304 1.781
H -0.535 -2.223 2.678
O -0.978 -1.326 2.694
H 0.292 4.832 -1.499
H -0.175 3.909 -2.626
O 0.583 4.465 -2.337
H 1.917 3.383 -2.010
H 2.709 2.547 -0.900
O 2.674 2.768 -1.839
H 1.251 -3.411 1.976
H 0.141 -3.363 0.861
O 0.275 -3.499 1.827
H -0.666 -0.747 -3.623
H 0.279 0.508 -3.612
O -0.677 0.250 -3.591

=====

(11)
Here is a structure of composition C18H30BrNO5PdSSi in a non-equilibrium geometry from OMol25. Energies are from wB97M-V/def2-TZVPD.

The HOMO energy is -0.8 eV. As for the multiplicity: 1. As for the net charge: -2.

Element x y z (Å)
Pd 1.675 -1.034 0.947
Br 3.671 -2.818 -2.366
C 3.899 -1.942 -0.658
C 4.686 -0.812 -0.631
C 4.835 -0.208 0.618
C 4.237 -0.778 1.722
C 3.493 -1.975 1.584
N 3.341 -2.564 0.365
C 3.056 -2.724 2.869
O 3.838 -3.587 3.306
O 1.962 -2.335 3.343
H 5.099 -0.390 -1.534
H 5.419 0.700 0.711
H 4.380 -0.370 2.713
C -2.513 -2.597 -0.427
C -1.050 -2.279 -0.095
C -0.147 -3.349 -0.714
C -0.871 -2.240 1.424
O -0.760 -1.034 -0.713
Si -0.207 0.449 -0.181
S 1.746 1.128 -0.348
O -1.183 1.388 -1.209
C -1.047 1.697 -2.589
C -0.289 3.024 -2.727
C -2.473 1.874 -3.123
C -0.357 0.601 -3.411
O -0.921 0.745 1.305
C -1.552 1.894 1.847
C -1.540 1.683 3.363
C -0.791 3.182 1.517
C -3.010 1.998 1.368
H -2.797 -3.563 -0.001
H -2.657 -2.629 -1.510
H -3.156 -1.813 -0.020
H -0.392 -4.343 -0.330
H 0.887 -3.123 -0.456
H -0.243 -3.345 -1.802
H -1.043 -3.230 1.849
H -1.561 -1.523 1.864
H 0.160 -1.900 1.699
H -0.830 3.809 -2.190
H -0.183 3.317 -3.776
H 0.696 2.902 -2.277
H -2.992 2.651 -2.556
H -3.024 0.938 -3.013
H -2.453 2.158 -4.179
H 0.704 0.559 -3.169
H -0.479 0.792 -4.482
H -0.792 -0.367 -3.162
H -0.510 1.587 3.708
H -2.069 0.760 3.610
H -2.021 2.523 3.872
H 0.250 3.078 1.823
H -1.243 4.036 2.032
H -0.806 3.356 0.442
H -3.569 1.119 1.700
H -3.013 2.026 0.282
H -3.490 2.897 1.766

=====

(12)
Here is an isolated molecule of C5H9NO in a non-equilibrium geometry from OMol25. Energies are from wB97M-V/def2-TZVPD.

The HOMO energy is -9.0 eV. Its energy above the lowest of the compared OMol25 structures with the same formula, charge and spin is 2.1800 eV. As for the multiplicity: 1. As for the net charge: 0. The SMILES is O=CN1CCCC1.

Element x y z (Å)
C -0.428 -1.084 -0.579
N -0.064 0.256 -1.057
C -1.156 1.131 -1.432
O -1.326 1.236 -2.599
C 0.980 0.863 -0.147
C 0.692 0.195 1.268
C -0.079 -1.099 0.981
H 0.258 -1.855 -1.005
H -1.476 -1.350 -0.727
H -1.660 1.822 -0.775
H 0.971 1.916 -0.146
H 1.988 0.447 -0.518
H 0.111 0.729 2.073
H 1.662 -0.043 1.805
H 0.503 -1.998 1.294
H -0.975 -1.168 1.562